Computed, not measured: a structure of composition C31H33CoN3PS3, with the ωB97M-V functional and the def2-TZVPD basis.

```
72
Properties=species:S:1:pos:R:3
Co 0.66445 -0.11270 -0.00439
C 1.38128 2.12735 1.89319
C 1.45121 0.84675 2.75215
N 1.05242 -0.40034 2.04479
C 2.04456 -1.49257 2.18320
C 3.35465 -1.20949 1.46265
S 3.16399 -0.45667 -0.18752
C 3.75095 1.24438 0.10559
C 2.66852 2.24522 -0.24239
N 1.40179 1.90927 0.42709
H 0.46328 2.66756 2.12131
H 2.20727 2.78117 2.18307
H 2.45966 0.70963 3.14231
H 0.81119 0.98518 3.62347
H 0.19870 -0.76025 2.45910
H 2.25990 -1.68654 3.23773
H 1.58596 -2.38936 1.76830
H 4.00650 -0.55129 2.03369
H 3.89438 -2.14631 1.33422
H 4.05767 1.33277 1.14742
H 4.63073 1.40745 -0.51309
H 3.00207 3.25222 0.02418
H 2.48417 2.23318 -1.31831
H 0.69953 2.54102 0.05551
S -0.81204 -2.14187 -0.39967
C 0.34620 -3.31431 -0.68276
N 1.64686 -3.03601 -0.80925
C 2.36097 -4.14741 -1.02755
C 3.76384 -4.18521 -1.22943
C 4.35685 -5.39349 -1.43433
C 3.59055 -6.59024 -1.45044
C 2.22114 -6.58945 -1.27201
C 1.60168 -5.36520 -1.06626
S -0.06418 -5.01526 -0.82908
H 4.31944 -3.25600 -1.23685
H 5.42383 -5.45799 -1.59817
H 4.09871 -7.53117 -1.61640
H 1.65647 -7.51107 -1.29841
C -1.73692 5.38822 1.38466
C -1.18711 5.12553 0.13658
C -1.17528 3.82951 -0.35900
C -1.70951 2.77955 0.39638
C -2.26779 3.05391 1.64409
C -2.28370 4.35514 2.13105
P -1.54009 1.07510 -0.22620
C -2.88837 0.11558 0.51302
C -4.02467 -0.25476 -0.19949
C -5.00295 -1.02941 0.41050
C -4.85441 -1.43574 1.72835
C -3.72103 -1.07213 2.44534
C -2.74008 -0.30771 1.83586
C -1.85938 1.21771 -2.00112
C -2.92360 1.97912 -2.49035
C -3.13682 2.07576 -3.85560
C -2.28816 1.42126 -4.74221
C -1.22381 0.67128 -4.26673
C -1.01062 0.57190 -2.89831
H -1.75553 6.40059 1.76605
H -0.78542 5.93340 -0.46121
H -0.78163 3.64153 -1.35306
H -2.71872 2.26162 2.22733
H -2.73572 4.56130 3.09243
H -4.14604 0.04596 -1.23162
H -5.88448 -1.31503 -0.14790
H -5.62106 -2.03657 2.19916
H -3.60624 -1.38522 3.47492
H -1.85860 -0.01966 2.40190
H -3.57756 2.50316 -1.80313
H -3.96314 2.66467 -4.23093
H -2.45721 1.50205 -5.80801
H -0.56094 0.16666 -4.95717
H -0.17854 -0.02722 -2.53825
```

The spin multiplicity is 5. The highest occupied orbital energy (alpha / beta) is -13.45 / -14.01 eV. As for the energy above the lowest of the compared OMol25 structures with the same formula, charge and spin: 46.13 kJ/mol. The energy is -116562.0291 eV. Its max |F| is 0.59 eV/Å. The value obtained for the HOMO-LUMO gap (alpha / beta) is 8.42 / 5.61 eV. Its total charge is +2. The LUMO energy (alpha / beta) is -5.0 / -8.4 eV.

***

Computed, not measured: the ion C3H6N3O with charge +1 at a distorted geometry, with the ωB97M-V functional and the def2-TZVPD basis.

```
13
Properties=species:S:1:pos:R:3
O 2.59146 0.44354 -0.47441
N 1.79285 -0.43509 -0.28157
C 0.71249 -0.14794 0.64719
C -0.09543 1.10303 0.30892
N -1.09836 0.50632 -0.59537
C -1.14663 -0.79147 -0.50610
N -0.27360 -1.29126 0.31414
H 1.20213 -0.35112 1.49846
H -0.66435 1.69861 1.15352
H 0.48383 1.79370 -0.35195
H -1.70179 1.06260 -1.12455
H -1.68696 -1.38494 -1.13891
H -0.11564 -2.20598 0.55065
```

The highest occupied orbital energy is -13.91 eV. As for the energy above the lowest of the compared OMol25 structures with the same formula, charge and spin: 252.96 kJ/mol. The energy is -9716.1084 eV. The SMILES is O=N[C@H]1C[NH+]=CN1. Its max |F| is 4.49 eV/Å. The value obtained for the HOMO-LUMO gap is 9.24 eV. Its total charge is +1. The LUMO energy is -4.7 eV.

***

Computed, not measured: the ion C2H4N3O with charge +1 at a distorted geometry, with the ωB97M-V functional and the def2-TZVPD basis.

```
10
Properties=species:S:1:pos:R:3
O 2.88404 -0.00635 -0.01470
N 1.60303 -0.07453 0.05505
C 0.78728 -1.08648 0.05126
C -0.51580 -0.62257 -0.02764
N -0.45932 0.69030 -0.02661
N 0.84148 1.05608 0.01593
H 1.20001 -2.08036 -0.10435
H -1.46566 -1.13645 -0.06039
H -1.49696 1.06893 -0.07669
H 1.21018 1.95011 0.16348
```

The highest occupied orbital energy (alpha / beta) is -14.91 / -14.91 eV. As for the energy above the lowest of the compared OMol25 structures with the same formula, charge and spin: 384.44 kJ/mol. The energy is -8644.9302 eV. The SMILES is O=[n+]1cc[nH][nH]1. Its max |F| is 4.61 eV/Å. The value obtained for the HOMO-LUMO gap (alpha / beta) is 9.52 / 9.51 eV. Its total charge is +1. The LUMO energy (alpha / beta) is -5.4 / -5.4 eV.

***

Computed, not measured: a cluster of 2 separate species, CH5OS in total at a distorted geometry, with the ωB97M-V functional and the def2-TZVPD basis.

```
8
Properties=species:S:1:pos:R:3
C -1.23617 -0.74770 0.21342
S -0.65829 0.94809 0.42968
H -2.31782 -0.79957 0.29328
H -0.90440 -1.19439 -0.72738
H -0.82626 -1.45736 0.97978
H 1.28763 1.17175 0.00837
H 2.39617 0.69697 -0.93239
O 2.25913 1.38222 -0.26476
```

The highest occupied orbital energy is -2.53 eV. As for the energy above the lowest of the compared OMol25 structures with the same formula, charge and spin: 10.14 kJ/mol. The energy is -14001.7005 eV. Its max |F| is 1.35 eV/Å. The value obtained for the HOMO-LUMO gap is 6.94 eV. Its total charge is -1. The LUMO energy is 4.4 eV.

***

Computed, not measured: a cluster of 2 separate species, C4H8O3 in total at a distorted geometry, with the ωB97M-V functional and the def2-TZVPD basis.

```
15
Properties=species:S:1:pos:R:3
C -2.31292 0.06687 -0.30564
C -0.99482 0.49742 0.25592
O -0.82684 1.16289 1.24517
O -0.00118 0.77143 -0.93817
H -2.21567 -0.40199 -1.28259
H -2.96372 0.94023 -0.37198
H -2.77210 -0.63288 0.39466
H 0.53799 1.54568 -0.69722
C 2.40186 -0.08580 0.42955
C 1.45282 -0.55665 -0.38853
O 0.15929 -1.20946 0.23280
H 2.15173 0.41077 1.35949
H 3.44777 -0.21149 0.18373
H 1.66465 -1.06850 -1.31409
H 0.27114 -1.22853 1.19690
```

The highest occupied orbital energy is -8.93 eV. As for the energy above the lowest of the compared OMol25 structures with the same formula, charge and spin: 378.88 kJ/mol. The energy is -10417.0767 eV. The SMILES is CC(=O)O.C=CO. Its max |F| is 4.09 eV/Å. The value obtained for the HOMO-LUMO gap is 9.77 eV. Its total charge is 0. The LUMO energy is 0.8 eV.

***

Computed, not measured: a structure of composition C22H30GaO10 at a distorted geometry, with the ωB97M-V functional and the def2-TZVPD basis.

```
63
Properties=species:S:1:pos:R:3
C -3.52983 4.27741 -1.94851
C -3.95472 2.76699 -2.31296
O -3.59990 2.35319 -3.42576
O -4.70825 2.04561 -1.36469
C -4.19749 0.70652 -1.15305
C -3.52021 0.48075 0.28705
C -2.63669 1.70788 0.80594
C -1.07633 1.33507 1.04115
C -0.08157 2.30220 0.25234
C -0.24927 2.28710 -1.33671
C 0.43804 1.04105 -2.07516
C 1.16266 1.51365 -3.45310
Ga 2.68045 0.14817 -3.88568
H -3.29645 4.38353 -0.82978
H -4.35838 5.02496 -2.17638
H -2.56292 4.54597 -2.49308
H -5.11271 0.00953 -1.17557
H -3.49631 0.32746 -1.95914
H -4.36955 0.34788 1.05036
H -2.94225 -0.49947 0.26834
H -2.64881 2.56189 0.05951
H -3.04489 2.11126 1.80003
H -0.88674 1.51584 2.16215
H -0.86180 0.22214 0.88096
H 0.99841 2.04108 0.48442
H -0.32689 3.37128 0.59948
H -1.32814 2.36241 -1.68544
H 0.28464 3.22705 -1.72777
H 1.17059 0.45677 -1.43422
H -0.40089 0.33239 -2.42009
H 0.41388 1.56091 -4.32141
H 1.56651 2.57289 -3.32705
H 4.08834 0.87310 -4.21961
H 2.81951 -0.77385 -2.55850
H 2.29991 -0.70344 -5.19840
C 2.88538 -5.32315 -4.55635
C 3.04837 -6.58353 -4.15108
C 3.77691 -6.90813 -2.89142
O 3.88907 -8.07435 -2.54415
C 4.33818 -5.79936 -2.11652
C 4.17841 -4.53584 -2.52313
C 3.42755 -4.21014 -3.76755
O 3.29053 -3.05071 -4.09192
O 4.69177 -3.49707 -1.82005
O 2.55479 -7.62989 -4.87112
H 2.35727 -5.07415 -5.46706
H 4.87910 -6.04967 -1.21401
H 4.43661 -2.69038 -2.31882
H 2.80269 -8.42858 -4.36842
C -1.04966 2.55048 6.23053
C -0.30502 2.61957 7.33578
C 0.43137 1.43068 7.85345
O 1.11655 1.53752 8.85588
C 0.29303 0.16612 7.12599
C -0.45461 0.09585 6.02202
C -1.16875 1.29119 5.48955
O -1.82662 1.19264 4.47003
O -0.59519 -1.06778 5.33789
O -0.18543 3.77784 8.03645
H -1.58684 3.40598 5.84356
H 0.81790 -0.69287 7.52143
H -1.17859 -0.85663 4.58313
H 0.40325 3.56718 8.78624
```

The highest occupied orbital energy is -4.42 eV. The energy is -96148.0231 eV. Its max |F| is 3.70 eV/Å. The value obtained for the HOMO-LUMO gap is 4.08 eV. Its total charge is -1. The LUMO energy is -0.3 eV.

***

Computed, not measured: the ion C8H12N with charge +1 at a distorted geometry, with the ωB97M-V functional and the def2-TZVPD basis.

```
21
Properties=species:S:1:pos:R:3
C 1.39126 -0.51546 0.65368
C 0.07763 -1.35548 0.32231
C -2.13429 -0.68482 -1.01768
C -3.17311 0.85384 0.56547
C 2.07097 0.32079 -0.36555
C -1.16132 -0.61455 0.06504
C -1.65644 0.56204 0.66150
C 3.27248 1.15187 -0.38129
N -2.55793 0.63880 -0.64423
H 0.89480 0.33719 1.18490
H 1.92107 -0.84667 1.42592
H 0.35710 -2.02025 -0.53354
H 0.05798 -1.94989 1.33665
H -1.52148 -0.82506 -2.03132
H -3.04607 -1.32091 -0.91491
H -3.68114 -0.02662 1.06662
H -3.50581 1.89713 0.92647
H 1.44090 0.53083 -1.27216
H 4.06424 0.48788 -0.46513
H 3.68545 1.59112 0.60284
H 3.20373 1.78822 -1.18561
```

The highest occupied orbital energy is -11.88 eV. As for the energy above the lowest of the compared OMol25 structures with the same formula, charge and spin: 613.91 kJ/mol. The energy is -9965.3808 eV. Its max |F| is 5.34 eV/Å. The value obtained for the HOMO-LUMO gap is 5.48 eV. Its total charge is +1. The LUMO energy is -6.4 eV.